# 1
A 13-piece molecular cluster, C17H60N12O13 overall at a distorted geometry. Source: the Open Molecules 2025 dataset; level of theory: the ωB97M-V functional and the def2-TZVPD basis.

Last column: Mulliken charge in e.
CARTESIAN COORDINATES (ANGSTROEM)
O1 -3.92681 1.84690 0.56413  -0.755
O2 -0.05343 3.84602 3.04092  -0.889
O3 -2.39917 -2.83267 1.69514  -0.408
O4 5.06904 0.28678 1.43316  -0.878
O5 -4.34881 -0.77530 -0.62184  -0.823
O6 -2.60071 1.67653 -4.70455  -0.765
O7 -1.04504 0.09595 0.74357  2.197
O8 0.19270 0.53581 4.65585  -0.788
O9 -0.23268 2.57977 -3.06946  -0.478
O10 0.38099 -3.74649 -0.55334  -0.244
O11 2.23410 0.25586 -2.43291  -0.595
O12 2.42936 2.16270 1.75238  -0.669
O13 3.14522 -2.83572 -0.46303  -0.671
N1 -2.20185 -1.61532 -1.05387  1.070
N2 1.96770 2.40054 4.07255  -0.409
N3 -1.48092 1.97285 2.87909  -0.321
N4 -3.24154 -0.53447 -4.25948  -0.388
N5 -1.49278 0.23750 -3.17964  0.057
N6 3.43105 0.45647 -0.14449  0.763
N7 1.87691 0.77372 -4.71527  -0.511
N8 5.29143 -0.59514 -0.70532  -0.374
N9 -2.18198 3.82328 2.05589  -0.230
N10 3.10795 2.04838 -3.61136  -0.261
N11 -3.82493 -2.23005 -2.31370  -0.318
N12 3.62078 1.00275 3.55496  -0.299
C1 4.57530 0.01813 0.18530  0.462
C2 0.33736 -5.16308 -0.46765  -0.043
C3 -1.22411 3.22761 2.61806  0.642
C4 -3.02196 -1.90008 2.46933  -0.276
C5 0.48717 2.87043 -0.71921  1.531
C6 0.54637 -0.63163 3.95860  0.076
C7 2.74236 1.94589 3.12712  0.042
C8 -2.48611 0.50894 -4.01426  0.527
C9 -1.01506 -5.55663 0.06666  -1.038
C10 -3.48408 -1.58990 -1.27750  0.062
C11 -3.53093 3.65009 -0.95520  -1.679
C12 -3.35925 2.11725 -0.72824  0.738
C13 2.41453 1.02865 -3.58313  0.210
C14 0.16982 3.53369 -2.07178  -0.978
C15 3.27370 -3.49232 0.76217  -0.802
C16 0.15732 -0.28969 0.21296  -1.436
C17 2.53141 -2.56388 1.78482  -0.265
H1 -4.00323 -0.33455 -4.88241  0.252
H2 -4.75709 -2.27615 -2.61500  0.288
H3 2.92131 0.94565 0.57069  -0.775
H4 0.94568 4.13993 -2.38203  0.589
H5 5.06204 -0.85931 -1.75774  0.265
H6 -4.16745 0.91313 0.64232  0.330
H7 -0.96137 0.95518 1.13153  -1.013
H8 1.07158 0.13569 -4.54031  0.241
H9 -3.68722 -2.24785 3.22704  0.458
H10 -1.44844 -0.49135 -2.42791  0.445
H11 0.13414 -1.48353 4.55970  0.423
H12 2.88587 0.26617 -1.01099  0.159
H13 -0.91227 1.05285 -3.02496  -0.218
H14 1.67599 1.43133 -5.51378  0.301
H15 0.08906 -0.63527 2.94920  -0.403
H16 2.79463 -4.48436 0.77503  0.227
H17 3.48991 0.48515 4.40180  0.238
H18 1.12288 2.05031 -0.78074  -0.901
H19 1.41892 3.09177 3.58980  0.351
H20 -1.19561 -6.67487 0.13183  0.368
H21 -2.26849 -1.51078 3.14321  -0.022
H22 -2.82358 4.24833 -0.40123  0.421
H23 1.46820 -2.65833 1.81494  0.204
H24 0.24040 0.02851 -0.76997  -0.188
H25 -1.63220 -2.32788 -1.41401  0.196
H26 0.96203 0.17562 0.71934  -0.119
H27 2.74365 -2.94931 2.78944  0.522
H28 -4.49889 3.88478 -0.56218  0.481
H29 1.06472 3.59656 -0.05278  0.442
H30 1.20331 -5.38424 0.09207  0.207
H31 3.73390 2.30427 -2.72208  0.325
H32 -2.40130 1.58213 2.81303  0.126
H33 -0.76016 1.47771 3.39272  0.123
H34 -0.34771 2.62679 -0.03877  -0.813
H35 6.11394 -1.02673 -0.35575  0.243
H36 3.75233 -2.10385 -0.49374  0.365
H37 0.09077 -1.33955 0.44350  1.100
H38 1.24649 -3.38135 -0.49068  0.130
H39 -2.35089 1.82897 -0.78030  -0.313
H40 -1.79466 -1.08817 -0.23614  -0.778
H41 2.91337 -1.53508 1.72021  0.035
H42 1.56617 -0.74214 3.67668  -0.023
H43 0.18343 2.86300 -3.90138  0.158
H44 -3.00136 -3.23589 1.04881  0.242
H45 -3.30252 -1.33846 -3.56810  0.394
H46 4.17490 0.64409 2.73286  0.362
H47 -1.84994 -5.17796 -0.43407  0.211
H48 -0.63146 4.27396 -1.92705  0.340
H49 0.50619 -5.59457 -1.51240  0.210
H50 -3.49738 -1.14816 1.90886  0.066
H51 -3.19304 -2.84086 -2.76838  0.319
H52 0.83927 1.26273 4.52972  0.430
H53 -3.91007 1.54202 -1.49691  0.430
H54 -3.55567 3.85160 -2.03924  0.329
H55 2.30470 2.57245 5.06658  0.293
H56 3.10685 2.61390 -4.47825  0.203
H57 -1.06856 -5.13949 1.07636  0.216
H58 -2.19501 4.90714 2.04356  0.331
H59 4.31798 -3.63250 1.03008  0.422
H60 -2.75947 3.34069 1.37094  -0.034

Summary:
* ΔE to the lowest compared entry with this formula, charge and spin: 7.631 eV
* molecular weight: 640.7 g mol⁻¹
* E: -63097.472 eV



# 2
A 13-piece molecular cluster, C17H60N4O13 overall at a distorted geometry. Source: the Open Molecules 2025 dataset; level of theory: the ωB97M-V functional and the def2-TZVPD basis.

Last column: Mulliken charge in e.
CARTESIAN COORDINATES (ANGSTROEM)
O1 -3.67978 0.30931 -2.20552  -0.418
O2 1.74423 3.46400 -5.50837  -0.561
O3 1.60517 -1.52955 -3.51649  -0.681
O4 5.24904 1.21401 -0.67975  -0.572
O5 1.63170 -2.39080 0.70785  -0.306
O6 0.85560 -0.35790 -1.02278  0.671
O7 -1.74841 -4.67979 -3.15794  -0.682
O8 2.07337 2.64585 1.58542  -0.743
O9 -2.48588 4.74151 -1.23996  -0.514
O10 0.35136 1.70014 3.46739  -0.373
O11 -0.00573 -2.89006 2.94221  -0.463
O12 -2.38184 1.15641 3.69420  -0.514
O13 -3.30075 -2.18525 1.43218  -0.598
N1 1.99497 3.13831 -0.64724  0.027
N2 -3.57999 -3.34018 -2.97490  -0.351
N3 3.34587 4.34384 0.79570  -0.478
N4 -1.51236 -2.40236 -2.98991  -0.170
C1 2.90137 -2.93598 1.02380  -0.892
C2 -3.21962 -4.58184 1.37755  -1.412
C3 2.44704 3.31502 0.63284  0.465
C4 1.21531 3.01649 -4.27438  -0.255
C5 2.14348 -2.63438 -2.80550  -0.565
C6 0.22063 -2.34634 4.28870  -0.484
C7 4.22179 0.38701 -0.15463  -0.300
C8 -0.59282 0.12367 0.88037  1.505
C9 -1.25028 4.08558 -1.39609  -0.331
C10 -2.68762 -3.29486 0.77111  1.124
C11 1.75370 1.64841 -3.85604  -0.413
C12 -4.12944 1.37971 -1.35210  -0.232
C13 0.76950 2.05951 4.78144  -0.846
C14 -3.30568 1.56320 2.72029  -0.427
C15 -0.49666 -0.27005 -0.58331  -0.706
C16 -2.23137 -3.56493 -3.09476  0.586
C17 1.38158 -1.39220 4.20986  -0.431
H1 -2.83376 -3.22476 -0.30672  -0.102
H2 2.50287 3.58882 -1.38730  0.232
H3 0.13236 2.99132 -4.36939  0.216
H4 3.62098 4.51750 1.74292  0.255
H5 0.37450 -3.17554 4.97515  0.493
H6 1.02273 -2.58338 1.44282  0.084
H7 -5.20252 1.24446 -1.21236  0.340
H8 -4.22212 -4.10947 -2.92492  0.210
H9 -0.99333 -1.23947 -0.69929  -0.295
H10 -0.68818 -1.78528 4.50898  0.247
H11 -0.22471 -3.82342 3.01482  0.247
H12 1.18456 0.88237 -4.38817  0.267
H13 3.37938 -3.26616 0.10215  0.333
H14 1.42907 2.32646 -0.82957  -0.268
H15 -2.89438 2.37865 2.11207  0.220
H16 -2.61387 -1.58375 1.73249  0.316
H17 1.74167 1.47600 -2.78390  -0.163
H18 -3.62142 1.32120 -0.39443  -0.193
H19 1.26484 -1.02715 -0.44073  -0.143
H20 2.28171 -3.46684 -3.48994  0.378
H21 -3.99935 -2.43947 -2.82616  0.149
H22 1.57024 -0.99412 5.20764  0.397
H23 -3.88462 2.32155 -1.84389  0.262
H24 2.27480 -1.85011 3.78822  0.182
H25 -1.48019 1.15225 3.33472  0.361
H26 -4.10253 0.37075 -3.06533  0.255
H27 0.90484 2.09768 2.77808  0.423
H28 -0.43994 -0.67872 1.60643  0.006
H29 -4.30789 -4.63034 1.36770  0.353
H30 4.22738 0.48318 0.93145  0.223
H31 1.43212 3.75637 -3.48690  0.160
H32 1.08513 -0.55455 3.57703  -0.153
H33 -3.65982 0.76671 2.05162  0.086
H34 -2.03744 -1.57202 -2.78075  0.089
H35 3.53246 4.97934 0.04303  0.139
H36 -1.35768 3.02730 -1.16277  -0.086
H37 -2.89127 -4.65532 2.41635  0.294
H38 0.01811 2.74605 5.17007  0.270
H39 -4.19220 1.94481 3.23005  0.365
H40 1.47244 -2.94741 -1.99701  0.145
H41 -2.80579 -5.44513 0.84986  0.370
H42 3.56604 -2.17467 1.45946  0.231
H43 1.41715 -0.85066 -2.84707  0.312
H44 2.67536 3.66792 -5.38790  0.319
H45 5.38059 0.99538 -1.60563  0.305
H46 -2.32978 5.66954 -1.05052  0.295
H47 -1.60722 0.48068 1.08494  -0.530
H48 4.41035 -0.67483 -0.35295  0.398
H49 2.85013 -3.74204 1.75646  0.320
H50 0.83191 1.17136 5.40966  0.247
H51 -1.03157 0.46416 -1.18602  0.312
H52 3.10988 -2.39742 -2.34092  0.230
H53 -0.55916 -2.32725 -3.30595  0.134
H54 -0.41791 4.45565 -0.78376  0.342
H55 0.10378 0.92384 1.12831  -0.245
H56 1.77260 2.48862 4.75377  0.300
H57 -1.60811 -3.29768 0.96472  -0.297
H58 2.76795 1.46507 -4.22236  0.392
H59 -0.85230 4.21319 -2.41228  0.310
H60 3.22370 0.65326 -0.50730  -0.002

Summary:
* ΔE to the lowest compared entry with this formula, charge and spin: 2.188 eV
* molecular weight: 528.7 g mol⁻¹
* E: -51178.867 eV



# 3
A 15-piece molecular cluster, C17H61F3N26O16 overall at a distorted geometry. Source: the Open Molecules 2025 dataset; level of theory: the ωB97M-V functional and the def2-TZVPD basis.

Last column: Mulliken spin population.
CARTESIAN COORDINATES (ANGSTROEM)
F1 1.04336 -0.96269 0.25388  0.004
F2 -0.87680 -1.77956 0.81389  -0.001
F3 0.41527 -1.15700 2.37582  -0.003
O1 -1.56207 2.94471 5.71815  0.002
O2 -1.56864 0.94146 1.97365  0.883
O3 4.64361 -0.47819 2.66898  0.000
O4 -0.61217 2.91077 -5.09974  0.000
O5 0.55216 -1.65970 -4.87383  0.000
O6 0.00447 -0.85205 5.24811  0.000
O7 3.80324 3.41420 -5.60079  0.000
O8 2.67313 -3.54105 2.87175  0.000
O9 -3.24727 5.28608 -1.20582  0.000
O10 -3.25727 -2.82353 2.10981  0.001
O11 3.75840 -2.58466 -1.66811  0.000
O12 1.84033 3.84730 2.70182  0.001
O13 -0.78904 1.23196 -0.05052  0.020
O14 0.23881 -5.09335 -1.89410  0.000
O15 -2.27966 -1.02147 3.89714  0.000
O16 -5.47646 -0.25084 2.65927  0.003
N1 -4.17108 -2.70591 0.15002  0.001
N2 2.65093 1.73361 2.97068  0.003
N3 -4.38722 0.60786 0.87017  0.013
N4 0.56959 -3.57918 3.74068  0.000
N5 -2.45925 3.18773 -1.59628  0.000
N6 1.74912 -5.36560 3.54419  0.000
N7 2.01358 -1.00262 6.17143  0.000
N8 -0.29033 -3.56773 -5.83946  0.000
N9 -0.51742 -2.97032 -2.02963  0.000
N10 -0.95683 -4.08217 -0.33116  0.000
N11 5.27005 0.03641 0.54701  0.000
N12 -2.12361 4.49716 -4.62464  0.000
N13 1.68636 -3.70064 -5.08384  0.000
N14 -0.88580 3.60562 3.66532  0.009
N15 -2.47708 3.28611 -6.25718  0.000
N16 1.79432 4.06590 -5.56605  0.000
N17 -6.42420 -0.35623 0.67513  0.001
N18 0.06345 4.43614 5.31440  0.001
N19 1.03587 0.89120 6.08201  0.000
N20 2.07981 2.01545 -5.18480  0.000
N21 -3.04682 3.70727 0.45142  0.000
N22 2.46706 -1.11368 -2.73955  0.000
N23 -4.00005 -4.68937 0.98684  0.000
N24 3.98030 -2.28607 -3.78440  0.000
N25 4.01599 3.49192 3.06589  0.001
N26 3.95336 -1.68976 0.92775  0.000
C1 2.78696 3.06764 2.84490  -0.002
C2 -2.92651 4.14400 -0.84151  0.000
C3 -3.75532 -3.43358 1.18221  0.000
C4 0.66593 -2.82041 -5.19463  0.000
C5 -0.89214 3.64379 4.96719  0.000
C6 3.37768 -2.00344 -2.65940  0.000
C7 1.71218 -4.11362 3.35191  0.000
C8 0.18467 1.58898 -1.06987  0.006
C9 0.98008 -0.35057 5.85689  0.000
C10 4.58374 -0.73655 1.44922  0.000
C11 0.01283 -0.86307 1.14578  0.083
C12 -0.43782 -4.16773 -1.50765  0.000
C13 -5.41493 0.02763 1.48877  0.000
C14 -0.21062 0.97317 -2.44714  0.000
C15 -0.49851 0.64357 1.15342  -0.038
C16 -1.65792 3.44251 -5.27976  0.000
C17 2.60666 3.12757 -5.50799  0.000
H1 2.01327 -1.99947 6.00902  0.000
H2 0.35109 1.43875 -3.25697  0.001
H3 -0.70960 -4.71262 0.41818  0.000
H4 -1.22671 0.97680 -2.84164  0.000
H5 0.53952 -2.59933 3.49760  0.001
H6 -2.45328 3.02823 0.90609  -0.006
H7 3.90961 -1.77228 -4.65107  0.000
H8 5.69475 0.88741 0.88690  0.000
H9 -1.28120 2.72675 3.36310  -0.005
H10 -3.34731 4.41781 1.10330  0.000
H11 -2.23210 2.65690 -7.00830  0.000
H12 0.29701 1.49068 5.74315  0.000
H13 1.01757 -5.80077 4.08785  0.000
H14 -0.03092 -0.10167 -2.42410  0.001
H15 -4.45406 0.66292 -0.13611  -0.003
H16 0.50557 5.06183 4.65627  0.000
H17 0.23962 2.67258 -1.17419  0.001
H18 3.86644 -1.59667 -0.07418  0.000
H19 2.16291 -0.72810 -3.62212  0.000
H20 -2.10248 2.37127 -1.12066  0.000
H21 -7.29344 -0.63709 1.10600  0.000
H22 0.27050 4.38488 6.30162  0.000
H23 -0.08972 -4.54205 -6.01428  0.000
H24 -0.00456 3.92214 3.28673  0.001
H25 2.40711 -5.91121 3.00618  0.000
H26 -1.24662 -2.36795 -1.67534  0.000
H27 0.83652 3.75289 -5.49714  0.000
H28 -0.10860 -2.82828 -2.94220  0.000
H29 1.70097 1.32335 6.70730  0.000
H30 3.35672 -2.16538 1.58950  0.000
H31 -1.02716 -3.02166 -6.26251  0.000
H32 4.27367 4.46138 3.18359  0.000
H33 -1.52023 -1.18762 4.46039  0.000
H34 2.88576 -0.69363 6.57631  0.000
H35 2.10686 4.87059 -6.09035  0.000
H36 1.72533 1.34275 2.86775  -0.006
H37 2.78264 1.32213 -4.97165  0.000
H38 -4.38189 -3.28128 -0.65286  0.000
H39 -4.53045 -5.02973 0.19757  0.000
H40 1.19269 1.32707 -0.74831  -0.004
H41 1.39084 -4.65540 -5.22942  0.000
H42 2.00007 -0.81432 -1.89551  0.000
H43 4.81252 -2.85002 -3.68718  0.000
H44 -2.61336 -1.77950 3.41172  0.001
H45 -0.10961 -4.03800 4.33082  0.000
H46 -3.62786 -5.26714 1.72694  0.000
H47 2.50782 -3.30086 -4.65316  0.000
H48 -2.33440 3.45102 -2.56333  0.000
H49 -2.08766 -0.29919 3.29461  -0.018
H50 -6.36770 0.01732 -0.26154  0.000
H51 -1.57506 5.06904 -3.99842  0.000
H52 -4.00293 -1.71176 0.20910  -0.001
H53 -3.58448 0.95674 1.37413  -0.003
H54 0.37348 1.12175 1.59960  0.055
H55 -1.25308 -3.25917 0.17383  0.000
H56 -3.40586 3.68284 -6.26505  0.000
H57 -2.89056 4.99725 -5.05101  0.000
H58 3.39744 1.08158 3.16481  -0.002
H59 5.44014 -0.20471 -0.41893  0.000
H60 4.74226 2.79008 3.07349  0.000
H61 1.08217 1.89460 -5.08373  0.000

Summary:
* 2S+1: 2
* charge: +1
* ΔE to the lowest compared entry with this formula, charge and spin: 0.000 eV
* molecular weight: 942.8 g mol⁻¹
* E: -98273.220 eV